(1)
{
  "formula": "C6H16NP",
  "method": "ωB97M-V/def2-TZVPD",
  "species": ["C", "C", "C", "C", "C", "C", "N", "P", "H", "H", "H", "H", "H", "H", "H", "H", "H", "H", "H", "H", "H", "H", "H", "H"],
  "positions_angstrom": [[-0.503, 0.848, -1.674], [2.473, -0.489, -0.360], [-1.455, -2.575, -0.310], [-1.995, 1.835, 0.702], [2.120, 0.767, 0.282], [0.795, 0.903, 1.059], [-1.079, -1.940, 0.888], [-0.743, 0.623, 0.054], [0.270, 0.275, -2.191], [-1.114, 1.216, -2.429], [3.425, -0.443, -0.877], [2.666, -1.364, 0.207], [1.703, -0.905, -1.028], [-1.006, -1.983, -1.140], [-0.795, -3.510, -0.231], [-2.591, -2.653, -0.472], [-2.116, 1.853, 1.793], [-1.630, 2.768, 0.382], [-3.033, 1.785, 0.297], [1.955, 1.569, -0.499], [2.965, 1.162, 0.878], [0.882, 0.126, 1.761], [0.735, 1.977, 1.395], [-1.927, -1.847, 1.514]],
  "forces_ev_per_a": [[1.45, -1.00, 2.28], [0.06, -2.06, -1.61], [0.20, -0.58, -0.74], [-0.82, -0.70, -0.05], [-0.69, 3.55, -0.60], [0.52, 1.06, -1.44], [-0.86, 2.03, 2.01], [-0.55, -0.84, -1.26], [0.22, 0.03, 0.71], [-1.83, 0.85, -0.53], [0.01, 0.52, -0.62], [-0.07, -0.57, 1.74], [0.18, 0.60, -0.22], [-0.42, -0.45, -0.01], [-1.59, 0.43, -0.83], [1.76, -0.52, -0.03], [0.43, -0.30, -0.25], [0.48, 1.49, -0.18], [0.90, -0.56, -0.02], [0.74, -0.88, 0.30], [-0.51, -0.31, 0.09], [-0.76, -0.55, 1.76], [0.02, -1.30, 0.32], [1.15, 0.06, -0.80]],
  "orbital_gap_ev": [7.33, 7.98],
  "e_homo_ev": [-6.80, -7.80],
  "relative_energy_kj_mol": 354.2
}

---

(2)
{
  "formula": "C3H10N2O",
  "method": "ωB97M-V/def2-TZVPD",
  "species": ["C", "C", "N", "H", "H", "H", "H", "H", "N", "C", "O", "H", "H", "H", "H", "H"],
  "positions_angstrom": [[1.967, 1.181, -1.325], [1.527, 0.584, -0.184], [1.385, 1.372, 1.026], [2.552, 0.746, -2.025], [2.096, 2.285, -1.443], [1.148, -0.496, -0.156], [0.859, 1.115, 1.878], [1.274, 2.374, 0.794], [-1.185, -1.518, -0.702], [-1.902, -0.569, 0.132], [-1.701, -0.933, 1.570], [-1.561, -2.419, -0.986], [-0.361, -1.792, -0.262], [-2.959, -0.437, -0.091], [-1.399, 0.440, 0.150], [-1.741, -1.932, 1.625]],
  "forces_ev_per_a": [[-1.03, 1.85, 2.86], [-0.73, 0.64, 0.57], [-0.57, 0.20, -1.06], [0.78, -2.22, -2.49], [-0.20, -0.77, 0.87], [1.38, 1.67, 0.22], [0.20, -0.30, -1.38], [0.26, -0.97, 0.42], [-1.39, 0.53, -0.92], [1.72, -0.32, 1.76], [-0.57, -1.33, -0.92], [-1.07, 0.64, 0.15], [1.81, 0.08, 0.86], [0.03, -0.39, -0.23], [-0.49, -1.04, -0.59], [-0.12, 1.74, -0.12]],
  "orbital_gap_ev": 8.98,
  "e_homo_ev": -8.07,
  "smiles": "C=CN.NCO",
  "relative_energy_kj_mol": 272.7
}

---

(3)
{
  "formula": "C52H40N7O2PtS3",
  "method": "ωB97M-V/def2-TZVPD",
  "species": ["Pt", "O", "C", "O", "C", "C", "C", "N", "C", "C", "C", "C", "C", "C", "C", "N", "C", "C", "C", "C", "C", "N", "H", "H", "H", "H", "H", "H", "H", "H", "H", "H", "N", "S", "N", "S", "N", "S", "N", "C", "C", "C", "C", "C", "C", "C", "C", "C", "C", "C", "C", "C", "C", "C", "C", "C", "C", "C", "C", "C", "C", "C", "C", "C", "C", "C", "C", "C", "C", "C", "C", "C", "C", "C", "C", "H", "H", "H", "H", "H", "H", "H", "H", "H", "H", "H", "H", "H", "H", "H", "H", "H", "H", "H", "H", "H", "H", "H", "H", "H", "H", "H", "H", "H", "H"],
  "positions_angstrom": [[-1.137, -0.464, -2.462], [-0.928, -1.596, -9.160], [-1.333, -0.530, -8.674], [-1.779, 0.519, -9.158], [-1.265, -0.505, -7.111], [-0.785, -1.611, -6.419], [-0.733, -1.564, -5.041], [-1.145, -0.464, -4.399], [-1.614, 0.618, -5.035], [-1.682, 0.623, -6.413], [-1.979, 1.708, -4.102], [-2.391, 2.964, -4.506], [-2.646, 3.931, -3.547], [-2.467, 3.625, -2.208], [-2.056, 2.351, -1.865], [-1.842, 1.414, -2.785], [-0.232, -2.604, -4.115], [0.316, -3.799, -4.542], [0.820, -4.688, -3.608], [0.783, -4.349, -2.266], [0.218, -3.142, -1.900], [-0.302, -2.299, -2.792], [-0.471, -2.461, -7.013], [-2.047, 1.456, -7.001], [-2.498, 3.178, -5.560], [-2.968, 4.919, -3.847], [-2.637, 4.362, -1.436], [-1.871, 2.043, -0.844], [0.352, -4.018, -5.600], [1.250, -5.628, -3.928], [1.182, -5.004, -1.505], [0.177, -2.825, -0.869], [1.172, 0.956, -1.404], [1.802, 1.399, -0.188], [0.944, 1.439, 1.310], [0.566, 0.338, 2.274], [-0.131, -1.004, 1.860], [-1.413, -1.035, 0.854], [-1.324, -0.376, -0.431], [-2.793, -0.445, 1.818], [-3.663, 0.434, 1.197], [-4.777, 0.883, 1.893], [-5.006, 0.442, 3.188], [-4.129, -0.452, 3.794], [-3.015, -0.904, 3.110], [-1.702, -2.795, 0.857], [-1.058, -3.690, 1.698], [-1.332, -5.045, 1.568], [-2.238, -5.487, 0.614], [-2.883, -4.578, -0.217], [-2.616, -3.224, -0.099], [1.939, -0.282, 3.218], [2.406, -1.572, 3.033], [3.519, -1.985, 3.753], [4.137, -1.118, 4.642], [3.662, 0.177, 4.807], [2.563, 0.608, 4.085], [-0.439, 1.150, 3.495], [-1.094, 2.322, 3.160], [-1.947, 2.897, 4.092], [-2.115, 2.310, 5.337], [-1.442, 1.137, 5.660], [-0.609, 0.539, 4.731], [2.287, 3.120, -0.117], [3.539, 3.501, -0.570], [3.836, 4.853, -0.685], [2.880, 5.805, -0.370], [1.616, 5.412, 0.057], [1.314, 4.067, 0.178], [3.280, 0.516, 0.313], [3.524, -0.653, -0.385], [4.647, -1.407, -0.066], [5.510, -0.971, 0.929], [5.255, 0.210, 1.618], [4.132, 0.961, 1.317], [-3.464, 0.740, 0.177], [-5.470, 1.566, 1.420], [-5.877, 0.787, 3.729], [-4.320, -0.797, 4.802], [-2.327, -1.605, 3.568], [-0.352, -3.332, 2.435], [-0.837, -5.757, 2.215], [-2.448, -6.544, 0.519], [-3.591, -4.924, -0.958], [-3.092, -2.504, -0.756], [1.910, -2.235, 2.338], [3.900, -2.988, 3.618], [4.997, -1.451, 5.209], [4.148, 0.853, 5.498], [2.189, 1.619, 4.198], [-0.924, 2.771, 2.191], [-2.471, 3.812, 3.848], [-2.771, 2.770, 6.064], [-1.572, 0.686, 6.634], [-0.090, -0.382, 4.966], [4.280, 2.757, -0.838], [4.815, 5.158, -1.031], [3.115, 6.857, -0.462], [0.868, 6.158, 0.292], [0.332, 3.747, 0.499], [2.842, -0.934, -1.180], [4.859, -2.319, -0.608], [6.395, -1.549, 1.164], [5.939, 0.546, 2.387], [3.922, 1.886, 1.840]],
  "forces_ev_per_a": [[0.15, 0.04, 0.15], [-0.04, 0.11, 0.04], [-0.01, 0.00, 0.02], [0.05, -0.11, 0.04], [0.00, 0.01, -0.08], [0.00, -0.01, -0.01], [0.01, -0.04, 0.00], [0.02, -0.04, -0.04], [-0.01, 0.06, 0.04], [-0.02, 0.00, -0.02], [0.00, -0.04, -0.02], [0.00, 0.01, -0.05], [0.00, 0.00, 0.01], [-0.01, 0.02, -0.02], [0.00, 0.01, 0.03], [0.01, -0.01, 0.01], [-0.01, 0.01, -0.03], [0.01, -0.03, -0.03], [0.00, 0.01, 0.00], [0.01, -0.03, 0.00], [0.02, 0.01, 0.04], [-0.02, -0.01, -0.08], [0.00, 0.01, 0.00], [0.00, 0.00, 0.00], [0.00, 0.00, 0.01], [0.00, -0.01, 0.00], [0.01, -0.01, 0.00], [0.01, -0.01, -0.01], [0.00, 0.00, 0.01], [0.00, 0.01, 0.00], [0.00, 0.01, 0.00], [0.00, 0.00, -0.01], [-0.07, -0.08, -0.13], [0.09, 0.02, 0.11], [-0.05, 0.13, -0.06], [0.02, -0.15, 0.10], [-0.01, 0.01, -0.02], [0.20, 0.03, -0.01], [-0.31, 0.01, 0.00], [0.01, 0.02, 0.00], [-0.03, 0.01, 0.01], [0.02, 0.00, -0.02], [-0.01, 0.00, 0.01], [-0.01, 0.02, 0.01], [0.00, -0.01, -0.02], [-0.04, -0.01, -0.03], [0.01, -0.02, 0.00], [0.02, 0.01, 0.00], [-0.02, -0.01, -0.01], [0.00, 0.00, 0.00], [0.02, 0.01, 0.02], [-0.01, -0.03, -0.02], [0.00, 0.02, 0.01], [0.01, 0.00, 0.00], [0.00, -0.02, 0.00], [-0.03, 0.02, 0.01], [-0.01, -0.01, 0.02], [0.00, 0.00, 0.02], [0.02, 0.00, 0.00], [-0.01, -0.01, 0.00], [0.00, 0.01, 0.00], [-0.01, -0.02, 0.01], [0.03, 0.03, -0.01], [-0.10, 0.02, 0.01], [0.04, 0.00, -0.03], [0.02, -0.05, -0.01], [-0.05, 0.02, 0.03], [0.05, 0.04, -0.03], [0.01, 0.00, 0.05], [0.02, 0.06, 0.06], [0.04, -0.03, -0.02], [-0.02, 0.01, -0.01], [0.01, -0.03, 0.00], [0.02, 0.02, 0.00], [-0.02, -0.02, -0.08], [-0.01, -0.01, 0.02], [0.00, 0.00, 0.01], [0.01, -0.01, -0.01], [0.01, 0.00, -0.01], [-0.02, 0.01, -0.01], [-0.01, 0.00, -0.01], [0.00, 0.00, 0.00], [0.00, 0.01, 0.00], [0.01, 0.00, 0.01], [0.00, 0.00, 0.01], [0.01, 0.01, 0.01], [0.00, 0.00, 0.00], [-0.01, 0.00, 0.00], [0.00, 0.00, 0.00], [0.00, -0.01, 0.00], [-0.03, 0.00, 0.02], [0.00, 0.00, 0.00], [0.01, 0.00, 0.00], [0.00, 0.00, -0.01], [-0.01, 0.01, 0.01], [-0.02, 0.01, 0.01], [0.00, 0.00, 0.00], [0.00, -0.01, 0.00], [0.00, -0.01, 0.00], [0.02, 0.01, 0.00], [0.00, 0.00, 0.01], [0.00, 0.01, 0.00], [-0.01, 0.01, 0.00], [-0.01, 0.00, 0.00], [0.02, -0.02, -0.01]],
  "orbital_gap_ev": 6.43,
  "charge": 1,
  "e_homo_ev": -9.49,
  "relative_energy_kj_mol": 27.0
}

---

(4)
{
  "formula": "C7H6O",
  "method": "ωB97M-V/def2-TZVPD",
  "species": ["C", "C", "C", "O", "C", "C", "C", "C", "H", "H", "H", "H", "H", "H"],
  "positions_angstrom": [[1.021, 0.643, -1.507], [-0.285, 1.166, -1.258], [-0.435, 0.784, 0.130], [-1.662, 0.239, 0.503], [-1.370, -0.750, 1.443], [-0.121, -1.280, 1.376], [0.511, -0.442, 0.298], [1.451, -0.592, -0.671], [1.335, 0.974, -2.537], [-0.749, 2.087, -1.785], [-0.138, 1.544, 1.021], [-2.154, -1.091, 1.998], [0.428, -1.999, 1.944], [2.167, -1.284, -0.955]],
  "forces_ev_per_a": [[-2.81, 0.37, -3.43], [4.11, 1.47, -0.70], [1.00, -1.00, 2.53], [-1.30, -1.09, 2.11], [2.22, -0.18, -1.92], [-0.10, 2.59, -1.48], [0.50, -1.18, 1.04], [-3.62, 4.82, 0.37], [0.81, -0.71, 1.22], [0.95, -1.86, 0.98], [-0.41, -1.08, -2.32], [-2.08, -0.54, 1.43], [-0.41, -0.44, 0.29], [1.15, -1.16, -0.12]],
  "orbital_gap_ev": 8.29,
  "e_homo_ev": -8.00,
  "smiles": "C1=C[C@H]2OC=CC2=C1",
  "relative_energy_kj_mol": 255.2
}

---

(5)
{
  "formula": "C23H36FN3O",
  "method": "ωB97M-V/def2-TZVPD",
  "species": ["C", "C", "C", "N", "C", "C", "C", "N", "C", "C", "N", "C", "C", "C", "C", "C", "C", "C", "F", "C", "C", "C", "C", "C", "C", "O", "C", "C", "H", "H", "H", "H", "H", "H", "H", "H", "H", "H", "H", "H", "H", "H", "H", "H", "H", "H", "H", "H", "H", "H", "H", "H", "H", "H", "H", "H", "H", "H", "H", "H", "H", "H", "H", "H"],
  "positions_angstrom": [[1.740, -2.919, -6.840], [2.895, -2.364, -5.994], [3.619, -1.245, -6.746], [2.519, -1.913, -4.661], [2.286, -2.978, -3.709], [2.305, -2.407, -2.292], [1.194, -1.355, -2.157], [1.018, -0.767, -0.834], [2.251, -0.258, -0.259], [1.937, 0.623, 0.944], [1.305, -0.214, 1.940], [1.154, 0.392, 3.254], [0.182, 1.533, 3.321], [-0.927, 1.513, 4.057], [-1.921, 2.570, 4.175], [-2.908, 2.457, 5.158], [-3.872, 3.431, 5.325], [-3.852, 4.534, 4.491], [-4.790, 5.493, 4.644], [-2.896, 4.677, 3.500], [-1.938, 3.695, 3.349], [0.070, -0.739, 1.402], [0.330, -1.597, 0.153], [-1.022, -2.134, -0.345], [-0.982, -3.603, -0.775], [-2.217, -4.045, -1.287], [1.437, -0.282, -3.222], [1.448, -0.938, -4.602], [1.031, -2.133, -7.088], [1.216, -3.708, -6.304], [2.130, -3.335, -7.765], [3.618, -3.174, -5.834], [2.925, -0.481, -7.085], [4.123, -1.654, -7.617], [4.357, -0.784, -6.096], [3.081, -3.721, -3.814], [1.318, -3.487, -3.879], [2.163, -3.213, -1.568], [3.277, -1.947, -2.118], [0.248, -1.835, -2.418], [2.910, -1.073, 0.082], [2.774, 0.332, -1.011], [2.863, 1.033, 1.355], [1.289, 1.453, 0.617], [2.147, 0.741, 3.559], [0.844, -0.399, 3.943], [0.432, 2.390, 2.711], [-1.124, 0.638, 4.666], [-2.914, 1.591, 5.805], [-4.632, 3.347, 6.086], [-2.914, 5.547, 2.863], [-1.198, 3.804, 2.571], [-0.398, -1.361, 2.170], [-0.632, 0.068, 1.127], [0.968, -2.446, 0.462], [-1.755, -2.047, 0.464], [-1.383, -1.515, -1.167], [-0.677, -4.224, 0.081], [-0.266, -3.764, -1.582], [-2.900, -3.895, -0.623], [0.652, 0.474, -3.169], [2.400, 0.204, -3.067], [1.620, -0.177, -5.363], [0.460, -1.399, -4.787]],
  "forces_ev_per_a": [[0.26, 0.02, 0.29], [0.08, 0.06, -0.32], [-0.06, -0.28, 0.17], [0.01, -0.09, 0.09], [0.19, -0.03, 0.19], [-0.38, -0.09, -0.05], [0.25, 0.15, -0.17], [-0.07, 0.01, 0.10], [0.02, 0.31, 0.09], [0.23, -0.20, -0.16], [-0.02, 0.00, 0.02], [0.05, -0.03, 0.03], [-0.13, -0.20, 0.15], [0.48, -0.15, -0.16], [-0.39, 0.31, 0.10], [0.21, 0.03, -0.22], [-0.17, 0.31, -0.07], [0.05, -0.13, 0.05], [0.09, -0.09, -0.02], [-0.16, 0.11, 0.09], [-0.04, -0.15, 0.14], [0.16, -0.27, -0.12], [-0.35, 0.05, 0.23], [0.27, -0.25, -0.14], [0.18, 0.27, 0.25], [-0.44, -0.11, -0.11], [-0.29, -0.25, -0.08], [0.15, 0.25, 0.11], [-0.11, 0.07, -0.05], [-0.12, -0.10, 0.00], [-0.01, -0.05, -0.13], [-0.07, 0.08, 0.00], [-0.07, 0.12, -0.07], [0.03, 0.01, -0.15], [0.10, 0.06, 0.04], [-0.08, -0.01, -0.04], [0.04, -0.04, -0.01], [0.04, -0.05, 0.07], [0.06, -0.02, 0.05], [-0.02, -0.01, -0.02], [0.03, 0.09, -0.05], [0.06, -0.02, -0.01], [0.00, 0.02, 0.00], [0.05, 0.02, 0.00], [-0.04, -0.07, 0.05], [0.03, 0.08, 0.06], [-0.05, 0.22, -0.06], [0.03, -0.16, 0.03], [0.01, -0.09, 0.05], [-0.08, 0.02, 0.06], [-0.02, 0.09, -0.05], [0.07, 0.01, -0.10], [-0.08, -0.01, -0.03], [-0.05, -0.10, 0.01], [-0.03, 0.05, 0.02], [-0.04, 0.02, 0.01], [-0.06, 0.01, -0.01], [0.08, 0.07, -0.11], [0.08, 0.02, 0.08], [0.05, -0.02, -0.06], [-0.04, 0.03, 0.05], [0.05, 0.07, 0.00], [-0.09, -0.02, -0.04], [0.02, 0.04, -0.06]],
  "orbital_gap_ev": 9.10,
  "e_homo_ev": -8.36,
  "smiles": "CC(C)N1CCC(N2CCN(C/C=C/c3ccc(F)cc3)C[C@H]2CCO)CC1",
  "relative_energy_kj_mol": 0.0
}

---

(6)
{
  "formula": "C18H17Cl2N5O2",
  "method": "ωB97M-V/def2-TZVPD",
  "species": ["C", "C", "C", "C", "C", "N", "C", "N", "O", "C", "C", "C", "C", "C", "Cl", "C", "C", "Cl", "C", "N", "O", "N", "C", "N", "C", "C", "C", "H", "H", "H", "H", "H", "H", "H", "H", "H", "H", "H", "H", "H", "H", "H", "H", "H"],
  "positions_angstrom": [[0.876, -0.523, -6.358], [1.006, -0.553, -4.898], [1.291, 0.533, -4.053], [1.300, 0.258, -2.713], [1.220, -0.931, -2.066], [1.509, -1.046, -0.692], [0.550, -0.796, 0.331], [-0.407, 0.044, 0.014], [-1.248, 0.608, 1.048], [-0.978, 1.955, 1.240], [-1.314, 2.411, 2.592], [-2.528, 2.859, 2.959], [-2.812, 3.327, 4.266], [-1.852, 3.254, 5.288], [-2.107, 4.142, 6.784], [-0.600, 2.673, 4.949], [-0.398, 2.253, 3.675], [1.081, 1.604, 3.127], [0.820, -1.370, 1.592], [2.046, -1.623, 1.971], [1.925, -2.121, 3.282], [0.486, -2.102, 3.560], [-0.181, -1.715, 2.553], [-1.529, -1.761, 2.329], [1.092, -2.074, -2.920], [1.019, -3.511, -2.521], [0.943, -1.768, -4.312], [0.124, -1.306, -6.740], [0.436, 0.429, -6.800], [1.906, -0.670, -6.755], [1.496, 1.600, -4.350], [1.505, 1.093, -2.019], [1.946, -1.933, -0.544], [0.051, 2.248, 0.902], [-1.628, 2.447, 0.516], [-3.348, 2.846, 2.159], [-3.741, 3.919, 4.456], [0.097, 2.722, 5.723], [-2.141, -1.945, 3.168], [-1.883, -1.146, 1.555], [1.459, -4.188, -3.324], [-0.022, -3.689, -2.454], [1.561, -3.787, -1.551], [0.972, -2.664, -4.970]],
  "forces_ev_per_a": [[-1.02, 0.50, -2.45], [-0.01, 1.54, 0.59], [-0.50, 0.46, -0.55], [0.94, 3.13, 1.63], [-0.23, -2.67, -1.94], [-1.39, -0.46, 1.22], [-0.68, 2.57, -2.93], [0.82, -0.05, -0.37], [1.20, -2.86, 0.47], [0.40, 1.77, -2.51], [1.08, -1.01, 2.26], [-2.94, 0.74, -0.53], [-0.43, 0.84, 0.63], [-0.25, 0.28, -2.15], [0.21, -0.74, -0.59], [-2.12, 0.98, 0.73], [-0.01, 0.18, -1.91], [1.44, -0.47, 0.78], [1.36, -0.24, 0.32], [-1.14, -0.40, 1.47], [-3.38, 1.33, -2.28], [1.59, -1.65, 3.23], [0.87, 0.20, -1.06], [-0.92, 0.07, 0.73], [0.15, 2.01, -0.77], [2.13, -0.76, 0.27], [0.67, -3.13, 1.64], [1.53, 0.81, 0.61], [0.86, -0.84, 0.80], [-0.90, -0.04, -0.35], [-0.46, -1.43, -0.06], [-0.14, -0.24, -0.52], [0.40, -0.38, 0.46], [-0.79, -0.51, 0.62], [-0.19, 0.62, 0.04], [1.14, 0.40, 1.34], [0.77, -0.94, -0.19], [1.52, -0.46, 0.74], [1.07, 0.47, -1.61], [0.40, -0.81, 1.66], [-0.61, 0.92, 0.96], [-1.05, -0.85, 0.43], [-0.93, 0.49, -1.22], [-0.48, 0.67, 0.35]],
  "orbital_gap_ev": 8.60,
  "e_homo_ev": -8.69,
  "smiles": "Cc1ccc(N/C(=N/OCc2ccc(Cl)cc2Cl)c2nonc2N)c(C)c1",
  "relative_energy_kj_mol": 488.8
}

---

Electronic energy across the listed records, respectively: -17255.552; -8298.677; -104839.844; -9399.575; -33669.896; -55526.423 eV.
Molar mass across the listed records, respectively: 133.18; 90.13; 1086.22; 106.12; 389.56; 406.27 g/mol.
F_max across the listed records, respectively: 3.7; 3.6; 0.3; 6.0; 0.5; 4.3 eV/Å.